Run A
16
Properties=species:S:1:pos:R:3 method="wB97M-V/def2-TZVPD" homo_lumo_gap_ev=5.5 total_charge=-1
C 2.7590 -2.9208 -1.1222
S 3.4646 -1.2868 -0.6968
H 3.5334 -3.5772 -1.5366
H 1.9728 -2.8179 -1.8631
H 2.3532 -3.4094 -0.2362
C -2.4471 1.7440 0.7152
C -1.4058 0.7793 0.1846
C 0.0131 1.1847 0.5296
H -2.2700 2.7769 0.3953
H -3.4584 1.4684 0.3809
H -2.4661 1.7388 1.8056
H -1.6536 -0.2204 0.5516
H -1.5038 0.6803 -0.9010
H 0.7526 0.5177 0.0794
H 0.1753 1.1685 1.6101
H 0.1808 2.1739 0.1035

---

Run B
16
Properties=species:S:1:pos:R:3 method="wB97M-V/def2-TZVPD" homo_lumo_gap_ev=6.2 total_charge=-1
C 2.1104 0.3066 0.8294
C 2.1051 -0.5791 -0.4044
H 2.9723 0.9680 0.8510
H 1.1984 0.8774 0.9905
H 2.1704 -0.3157 1.7174
H 2.2655 -0.0247 -1.3301
H 1.1432 -1.0801 -0.5052
H 2.8890 -1.3361 -0.3377
C -2.5964 -0.4167 -0.5124
C -1.6328 0.6979 -0.0688
S -1.6167 0.9644 1.7156
H -2.2728 -1.3695 -0.0948
H -3.5932 -0.1858 -0.1601
H -2.6010 -0.5323 -1.6060
H -0.6391 0.4342 -0.4517
H -1.9023 1.5917 -0.6328

---

Which one sits at the top of the stability order? run B does.

---

Run A
6
Properties=species:S:1:pos:R:3 method="wB97M-V/def2-TZVPD" homo_lumo_gap_ev="5.7 / 5.7"
C 0.8680 0.5326 -0.1370
P -1.9452 -1.0162 -0.0150
S -0.2359 1.6541 -0.2535
S -2.6991 0.7254 0.1133
S 1.3553 -1.0382 0.1934
H 2.6569 -0.8577 0.0988

---

Run B
6
Properties=species:S:1:pos:R:3 method="wB97M-V/def2-TZVPD" homo_lumo_gap_ev=7.9 smiles="S=C1SP1S"
C 0.9873 -0.4670 0.4065
P -0.6590 -0.8533 -0.2210
S 1.6546 0.1151 1.7239
S 1.2562 -1.0296 -1.1990
S -0.9625 1.1637 -0.4134
H -2.2766 1.0711 -0.2970

---

Which one sits at the top of the stability order? run B does.

---

Run A
24
Properties=species:S:1:pos:R:3 method="wB97M-V/def2-TZVPD" homo_lumo_gap_ev=9.7 smiles="CC(C)=NO.C=C(C)C"
C 1.6092 -0.8302 0.0928
C 2.6504 -1.7163 -0.3846
C 1.6490 -0.3843 1.5414
C -2.2997 0.8106 -1.4908
C -1.9903 -0.0967 0.9513
C -1.0331 2.0852 0.0818
C -1.7381 0.8784 -0.2651
N 0.6343 -0.4655 -0.5956
O 0.5804 -0.8727 -1.8992
H 3.5485 -1.2902 -0.4905
H 2.5158 -2.0123 -1.4141
H 2.7872 -2.5188 0.2777
H 2.3043 -1.0290 2.0996
H 1.9997 0.5367 1.8685
H 0.7529 -0.4370 2.1098
H -2.0142 1.4422 -2.2660
H -0.2534 -0.5760 -2.2288
H -2.8767 -0.0696 -1.8160
H -2.0067 -0.9642 0.3480
H -2.8117 0.2128 1.5299
H -1.0387 -0.0374 1.4701
H -0.4422 2.4567 -0.7775
H -1.9061 2.8277 0.2502
H -0.6210 2.0497 1.0070

---

Run B
24
Properties=species:S:1:pos:R:3 method="wB97M-V/def2-TZVPD" homo_lumo_gap_ev=9.6
C 0.2849 1.0033 0.0284
C -1.0636 0.2705 0.2242
C 0.4659 1.9729 1.2030
C -0.9875 -2.4897 -0.1665
C -1.8280 -1.3154 -0.5990
N 0.1900 1.8279 -1.1998
O -3.0338 -1.2414 -0.5945
H 0.0690 1.2524 -2.0281
H 1.0534 2.3452 -1.3325
H -1.0701 -0.3694 -1.1495
H 0.5052 1.4418 2.1545
H 1.3909 2.5449 1.0921
H -1.1014 -0.1884 1.2105
H -1.8993 0.9571 0.0988
H -0.3690 2.6724 1.2270
H -1.1805 -2.6622 0.8940
H 0.0758 -2.3180 -0.3136
H -1.3046 -3.3715 -0.7229
C 1.4256 0.0077 -0.0889
C 2.4323 -0.1848 0.7556
H 2.5278 0.3650 1.6834
H 1.4035 -0.5757 -1.0078
H -1.1958 -1.0353 -1.9112
H 3.2092 -0.9092 0.5428

---

Which one sits at the top of the stability order? run A does.

---

Run A
24
Properties=species:S:1:pos:R:3 method="wB97M-V/def2-TZVPD" homo_lumo_gap_ev="6.9 / 6.9"
C -1.3779 -0.0448 0.3111
C -1.0322 0.6113 -0.9747
C -1.9888 -1.4014 0.2586
C -1.5549 0.7448 1.5593
C 1.6965 1.3964 -0.1456
C 2.3607 -0.8869 -0.9737
C 1.1949 -0.0093 -0.5214
O 0.7077 -0.5515 0.8622
N 0.1321 -0.1339 -1.4187
H 0.6554 -1.5091 0.7362
H -1.8406 0.4391 -1.6952
H -0.9235 1.7013 -0.8553
H -1.7313 -2.0145 1.1234
H -1.7206 -1.9157 -0.6609
H -3.0796 -1.2599 0.2882
H -2.5491 1.2114 1.4829
H -1.5294 0.1368 2.4623
H -0.8261 1.5463 1.6433
H 2.7945 -0.4744 -1.8851
H 0.9057 2.0198 0.2685
H 2.0748 1.8839 -1.0452
H 2.4974 1.3420 0.5926
H 3.1364 -0.9415 -0.2082
H 1.9977 -1.8901 -1.2045

---

Run B
24
Properties=species:S:1:pos:R:3 method="wB97M-V/def2-TZVPD" homo_lumo_gap_ev=8.0
C 0.6752 -1.5885 0.2455
C -0.4945 -2.4946 -0.1088
C 1.5910 0.1935 0.8343
N 2.8401 0.2611 0.6780
H 3.1393 0.0605 -0.2759
H 1.1184 0.3724 1.7953
H 1.4329 -1.7573 -0.5275
H 1.0832 -1.9495 1.1941
H -0.9240 -2.2435 -1.0827
H -1.2522 -2.4802 0.6810
H -0.1712 -3.5367 -0.2138
C 0.6663 2.5074 -0.5138
C -1.5824 0.4481 1.0063
C -0.7713 0.3705 -0.2567
C -1.3431 0.3554 -1.4774
O 0.5081 1.1091 -0.1386
H 1.7174 2.7770 -0.4529
H 0.3109 2.5427 -1.5417
H 0.0399 3.1229 0.1343
H -2.0484 1.4297 1.1308
H -1.0106 0.2340 1.9090
H -2.3620 -0.3128 0.9547
H -2.3721 0.0391 -1.5845
H -0.7908 0.5394 -2.3890

---

Which one sits at the top of the stability order? run A does.

---

Run A
26
Properties=species:S:1:pos:R:3 method="wB97M-V/def2-TZVPD" multiplicity=2 homo_lumo_gap_ev="9.8 / 6.1" total_charge=+1 s_squared=0.77
C -0.2032 -1.4461 -2.3977
C -0.7297 -1.3845 1.3436
C -0.9546 -1.5081 0.0026
C 0.6033 -1.2404 1.7722
C 0.1011 -1.3496 -0.9689
C 1.6829 -1.0977 0.8436
C 1.4367 -1.1681 -0.4866
H -1.4449 -1.6169 2.1191
H -1.9214 -1.8150 -0.3695
H 0.7944 -1.3338 2.8289
H 2.6949 -1.0145 1.2120
H 0.6437 -1.6982 -3.0265
H -0.6122 -0.4928 -2.7717
H 2.1902 -1.0908 -1.2512
H -0.9374 -2.2265 -2.5888
C -0.3979 1.9482 0.2842
C -1.1117 2.9561 1.1811
C -0.0229 2.5225 -1.1149
H 0.6024 1.6780 0.6400
H -0.9636 1.0245 0.1933
H -1.0330 2.6387 2.2298
H -0.0461 1.7132 -1.8556
H -2.1765 2.9340 0.9701
H -0.5857 3.9182 1.1499
H -0.7814 3.1963 -1.5055
H 0.9394 3.0146 -1.0656

---

Run B
26
Properties=species:S:1:pos:R:3 method="wB97M-V/def2-TZVPD" multiplicity=2 homo_lumo_gap_ev="9.3 / 5.4" total_charge=+1 s_squared=0.77
C -2.3153 -2.3354 0.7059
C -2.2410 -1.9485 -0.7952
C -0.9465 -2.1635 1.4411
H -2.9178 -3.2867 0.7283
H -2.8580 -1.5345 1.2807
H -2.7472 -2.8896 -1.2040
H -2.9107 -1.0681 -0.9793
H -0.9952 -1.0835 1.8629
H -0.1605 -2.2626 0.6497
H -1.2575 -1.7181 -1.0825
H -0.7355 -2.9370 2.2235
C 1.6066 1.6480 1.9919
C 0.6282 0.7839 -2.0446
C 1.3124 -0.2276 -1.2928
C 0.0698 1.9291 -1.3909
C 1.6166 0.1424 -0.0038
C 0.1000 2.1185 0.0115
C 1.0558 1.2932 0.6106
H 0.5086 0.2678 -3.0140
H 2.0407 -0.9648 -1.7786
H -0.4594 2.5271 -2.1250
H 2.4542 -0.2733 0.6354
H -0.3937 2.7534 0.5777
H 1.7228 0.7522 2.5512
H 0.8490 2.2539 2.4218
H 2.5407 2.0241 1.8506

---

Run C
26
Properties=species:S:1:pos:R:3 method="wB97M-V/def2-TZVPD" multiplicity=2 homo_lumo_gap_ev="9.9 / 6.1" total_charge=+1 s_squared=0.77
C -2.7246 1.9306 -0.1325
C 0.1395 2.1759 2.3151
C -0.9825 2.5019 1.5926
C 0.6466 0.8327 2.2652
C -1.5950 1.5738 0.7486
C 0.0692 -0.1377 1.4878
C -0.9765 0.2639 0.6595
H 0.6320 2.9263 2.9165
H -1.4277 3.4900 1.6180
H 1.5068 0.6187 2.8699
H 0.4564 -1.1326 1.3219
H -3.6171 1.4326 0.2743
H -2.5780 1.5732 -1.1519
H -1.3396 -0.4293 -0.0896
H -2.9108 3.0013 -0.1469
C 0.9669 -2.1601 -1.9081
C 1.1795 -0.6079 -1.7854
C 1.7544 -2.9785 -0.8694
H -0.0992 -2.2602 -1.8954
H 1.3562 -2.3839 -2.8938
H 1.7090 -0.2028 -2.6440
H 2.6480 -3.2881 -1.3994
H 2.0124 -2.4114 0.0246
H 1.7359 -0.3637 -0.8806
H 0.2226 -0.0868 -1.7222
H 1.2159 -3.8778 -0.5747

---

Which one sits at the top of the stability order? run A does.

---

Run A
17
Properties=species:S:1:pos:R:3 method="wB97M-V/def2-TZVPD" homo_lumo_gap_ev=8.8
C 2.0694 -0.1757 0.2602
C 0.6845 -0.5775 0.7647
C -0.3428 -0.8327 -0.2880
C -0.5574 1.4567 -1.0409
C -1.7376 -0.8925 0.2494
H 2.0757 0.8602 -0.0990
H 2.8186 -0.2536 1.0555
H 2.3716 -0.8206 -0.5705
H 0.3662 0.0709 1.6020
H 0.7473 -1.5956 1.1894
H -0.3063 0.3546 -1.2177
H -1.5299 1.6181 -1.5092
H -0.5901 1.7510 0.0113
H 0.2345 1.9940 -1.5635
H -1.9736 -0.2840 1.1390
H -2.4984 -0.7232 -0.5208
H -1.8317 -1.9499 0.5379

---

Run B
17
Properties=species:S:1:pos:R:3 method="wB97M-V/def2-TZVPD" homo_lumo_gap_ev=8.0 smiles="C=C.CCC"
C 1.6068 -2.0625 -2.5780
C 2.0572 -2.4755 -1.3458
H 1.1797 -1.1065 -2.9331
H 1.7531 -2.7423 -3.4410
H 1.5802 -2.8049 -0.4120
H 3.1285 -2.5352 -1.2945
C 0.1591 1.3451 1.0632
C -1.3012 1.5694 0.6531
C -2.2553 1.3300 1.8328
H 0.7574 1.8342 0.2830
H 0.2454 0.2844 1.3311
H 0.3761 1.7930 2.0602
H -1.6587 0.9758 -0.1751
H -1.4144 2.6178 0.3928
H -2.1492 0.3050 2.1639
H -2.3017 1.8518 2.8043
H -3.3736 1.3577 1.5336

---

Run C
17
Properties=species:S:1:pos:R:3 method="wB97M-V/def2-TZVPD" homo_lumo_gap_ev=12.3 smiles=CCC(C)C
C -1.2504 -0.2591 -1.6461
C -0.1328 0.4220 -0.9179
C 0.3921 -0.2961 0.3336
C 1.7025 0.3659 0.7357
C -0.6392 -0.2701 1.4764
H -1.4889 0.2621 -2.5767
H -2.1993 -0.2789 -1.0600
H -0.9537 -1.2446 -1.9633
H 0.7399 0.5883 -1.5922
H -0.4662 1.4219 -0.6229
H 0.6111 -1.3726 0.0683
H 1.4588 1.3440 1.1185
H 2.3634 0.4752 -0.1333
H 2.2089 -0.1772 1.5330
H -0.2641 -0.7213 2.3873
H -0.8779 0.7742 1.7077
H -1.5647 -0.8469 1.2435

---

Run D
17
Properties=species:S:1:pos:R:3 method="wB97M-V/def2-TZVPD" homo_lumo_gap_ev=10.9 smiles="C=C.CCC"
C -2.9595 2.3836 -0.1130
C -4.2093 2.7144 0.0353
H -2.3420 1.8711 0.7016
H -2.3651 2.4402 -1.1169
H -4.6892 2.1703 0.9083
H -4.7299 3.4654 -0.5742
C 1.1215 -1.7779 -0.8728
C 2.3740 -1.0658 -0.3296
C 2.4975 -1.2221 1.1663
H 1.2509 -2.8243 -1.1927
H 0.7681 -1.1162 -1.7422
H 0.3521 -1.5878 -0.1137
H 2.2352 -0.0314 -0.7120
H 3.1069 -1.6112 -0.8938
H 3.5348 -1.1219 1.5408
H 1.7202 -0.5504 1.6891
H 2.3336 -2.1361 1.6193

---

Which one sits at the top of the stability order? run C does.

---

Run A
17
Properties=species:S:1:pos:R:3 method="wB97M-V/def2-TZVPD" homo_lumo_gap_ev=11.5 smiles=CC(C)(C)C
C -0.4273 1.4207 -0.4168
C -0.0613 0.0210 0.0652
C 1.2322 -0.4862 -0.8852
C 0.3311 -0.0204 1.4891
C -1.1919 -0.9651 -0.1634
H -1.2873 1.8077 0.1430
H -0.6935 1.4131 -1.4786
H 0.4005 2.1264 -0.2824
H 2.0926 0.1871 -0.7869
H 0.9192 -0.4988 -1.9345
H 1.5472 -1.5000 -0.6080
H 1.2997 0.5552 1.3950
H -0.2570 0.5524 2.1856
H 0.5727 -0.9640 1.9302
H -0.9164 -1.9762 0.1571
H -2.0815 -0.6678 0.4035
H -1.4677 -1.0053 -1.2214

---

Run B
17
Properties=species:S:1:pos:R:3 method="wB97M-V/def2-TZVPD" homo_lumo_gap_ev=10.5 smiles="C=CC.CC"
C 1.5881 0.8683 -1.9520
C 0.2739 1.7440 -1.9618
H 1.9111 0.6329 -0.9650
H 2.5250 1.4492 -2.4117
H 1.4858 -0.0882 -2.5609
H 0.2050 2.5825 -1.1511
H 0.2258 2.2450 -2.8410
H -0.5161 0.9544 -1.8801
C -0.8811 -0.2079 2.4826
C -1.2219 -1.6276 1.8483
C -0.5351 -2.0424 0.7546
H -0.4769 0.2424 1.5624
H -1.8162 0.0908 3.0664
H -0.0911 -0.2572 3.2769
H -1.9457 -2.4076 2.1789
H -1.0727 -2.7836 0.1413
H 0.3418 -1.3950 0.4122

---

Run C
17
Properties=species:S:1:pos:R:3 method="wB97M-V/def2-TZVPD" homo_lumo_gap_ev=11.9 smiles=CCCCC
C -2.0005 -0.7351 0.1749
C -1.3997 0.6191 -0.3148
C 0.0189 0.8104 0.2517
C 0.8778 -0.3810 -0.1969
C 2.3972 -0.1782 0.0562
H -3.0069 -0.9316 -0.0518
H -1.9190 -0.7886 1.2456
H -1.3442 -1.5411 -0.3194
H -2.0023 1.5083 0.0173
H -1.2583 0.6023 -1.3813
H -0.0722 0.9905 1.3190
H 0.4289 1.7561 -0.1395
H 0.5917 -1.2683 0.4873
H 0.7315 -0.7956 -1.2943
H 2.9449 -1.1702 -0.2147
H 2.6550 0.1986 1.0870
H 2.8892 0.6282 -0.5823

---

Run D
17
Properties=species:S:1:pos:R:3 method="wB97M-V/def2-TZVPD" homo_lumo_gap_ev=6.2
C 0.4852 -1.4382 2.2254
C 0.0068 -0.0166 1.6112
C -0.1976 1.1886 -1.0142
C -0.1848 1.7964 -2.4108
C -0.0267 -1.2822 0.7731
H 1.5300 -1.6546 2.3623
H -0.1518 -1.7853 3.0303
H -0.9514 0.1965 2.1272
H 0.7724 0.8695 -0.6166
H -0.6039 1.8065 -0.1993
H -0.7750 0.2744 -1.0581
H -0.3395 2.8758 -2.5184
H 0.7066 1.5072 -2.9518
H -1.0636 1.3248 -2.8985
H 0.9792 -2.8663 1.0645
H -0.9666 -1.6798 0.3970
H 0.7807 -1.1165 0.0766

---

Which one sits at the top of the stability order? run A does.

---

Run A
31
Properties=species:S:1:pos:R:3 method="wB97M-V/def2-TZVPD" homo_lumo_gap_ev=10.2 smiles="PC1=N[C@H](c2ccccc2)OC1.C=CC"
C 5.0937 -0.4847 -0.0407
C 4.2883 -1.2729 -0.8325
C 4.4983 0.5441 0.6943
C 2.8890 -1.1055 -0.8244
C 3.1523 0.7654 0.6904
C 2.3961 -0.0377 -0.0841
C 0.9432 0.1306 -0.1580
C -0.5145 1.8664 -0.6866
C -0.4671 1.4613 0.7213
C -2.9961 -0.3114 -1.1382
C -1.7560 -2.5142 -1.4048
C -2.3777 -1.4182 -0.5781
N 0.3158 0.5151 1.0528
O 0.5666 1.1681 -1.2110
P -1.4834 2.3042 1.9653
H 6.1987 -0.6516 -0.0190
H 4.7534 -1.9224 -1.5229
H 5.2379 0.9910 1.3819
H 2.1531 -1.5301 -1.4716
H 2.7262 1.5499 1.4745
H -1.4110 1.6259 -1.2975
H -0.3211 2.9523 -0.7459
H 0.5081 -0.7823 -0.5234
H -3.5698 0.5900 -0.7449
H -2.9080 -0.2275 -2.1943
H -0.7981 -2.6798 -0.9853
H -1.7982 -2.3607 -2.4061
H -2.2593 -3.5104 -1.1483
H -2.2657 -1.5677 0.5136
H -1.5065 1.0027 2.6636
H -2.5530 2.1062 1.1223

---

Run B
31
Properties=species:S:1:pos:R:3 method="wB97M-V/def2-TZVPD" homo_lumo_gap_ev="6.9 / 6.1"
C 0.5536 4.3115 0.0788
C 1.3717 3.5261 0.8375
C -0.1214 3.8358 -1.0775
C 1.6438 2.1906 0.5917
C -0.5695 1.7756 -2.4035
C -0.2421 0.4861 -2.6570
C 0.0685 2.4554 -1.3016
C 0.9375 1.7337 -0.4829
C 0.7328 -2.6666 1.1338
C -0.4291 -0.4448 1.3169
C -1.2051 -2.2004 -0.2365
C 0.0687 -1.6111 0.3533
N 0.6681 -0.2290 -2.0230
O 2.6645 -0.9677 -0.4342
P 1.2952 -1.1755 -0.9046
H 0.1282 5.0857 0.6963
H 1.9435 4.0489 1.6403
H -0.6977 4.4304 -1.6557
H 2.3367 1.5737 1.1435
H -1.1255 2.4014 -3.0511
H -0.8412 -0.0236 -3.4005
H 0.0130 -3.4469 1.5697
H 1.4265 -3.2836 0.5832
H 1.4064 -2.1570 1.9595
H -0.5092 0.5268 0.6655
H 0.3466 -0.2201 2.0692
H -1.2394 -0.7947 2.0275
H -1.9274 -2.4095 0.5384
H -1.4017 -1.6033 -1.1147
H -0.9957 -3.2213 -0.5179
H 1.4297 -2.3454 -1.6604

---

Which one sits at the top of the stability order? run A does.

---

Run A
17
Properties=species:S:1:pos:R:3 method="wB97M-V/def2-TZVPD" homo_lumo_gap_ev=7.5 smiles="O/C=[NH+]/[S-].CC#CC"
C -0.0088 1.2656 0.4514
C -0.8171 0.6469 1.1305
C 0.9885 -1.2675 -0.4495
C 0.8980 1.9319 -0.5278
C -1.9837 0.3430 1.9063
N 0.2297 -1.4227 -1.4382
O 2.1646 -1.8595 -0.3731
S -1.3697 -1.2920 -1.5787
H 0.4514 -0.6222 0.2979
H 1.4672 1.0326 -1.0715
H 1.7585 2.6089 -0.0784
H 0.2644 2.4967 -1.2093
H -2.9370 0.3744 1.2251
H -2.1702 0.9005 2.8684
H -1.9731 -0.7353 2.1165
H 0.6545 -1.9522 -2.1935
H 2.3827 -2.4493 -1.0762

---

Run B
17
Properties=species:S:1:pos:R:3 method="wB97M-V/def2-TZVPD" homo_lumo_gap_ev=6.6
C -1.1068 -0.6978 0.0319
C -0.4454 -0.1655 1.1212
C 0.8866 -0.8473 1.5476
C 1.3912 0.1275 -0.6403
C -0.1607 0.4419 -0.2407
H -0.9981 -1.9444 -1.4432
H -0.5692 -2.8569 -0.0288
H -2.1637 -0.4379 -0.0654
H -0.8712 0.3750 2.0148
H 1.1590 -0.1965 2.4641
H 0.7093 -1.9492 1.9038
H 1.3538 -0.5100 -1.4285
H 2.1711 0.9207 -0.6316
H -2.6458 1.1197 -1.6581
N -0.7019 -1.8553 -0.4843
O 1.7956 -0.8722 0.4307
S -0.6866 2.0182 -0.7563

---

Run C
17
Properties=species:S:1:pos:R:3 method="wB97M-V/def2-TZVPD" homo_lumo_gap_ev=9.3 smiles=O[C@H]1CN[C@@H]2[C@H](S)[C@H]21
C -0.9693 -0.6441 -0.6438
C -1.1825 0.9051 -0.5030
C 0.5013 0.0318 0.8154
C 1.6598 -0.7785 0.4844
C 0.5475 -0.6755 -0.5059
H -2.7729 -1.0590 0.4224
H -1.2339 -0.8197 -1.6742
H -1.2151 1.3211 -1.4310
H -2.1199 1.3106 0.0207
H -0.4848 1.6289 1.2772
H -0.2043 -0.2785 1.7020
H 1.8563 -1.6300 1.2354
H 3.1223 1.1162 -0.1999
H 0.9202 0.0119 -1.3120
N -0.0333 1.3497 0.3673
O -1.7503 -1.5132 0.1934
S 3.3588 -0.2766 -0.2483

---

Run D
17
Properties=species:S:1:pos:R:3 method="wB97M-V/def2-TZVPD" homo_lumo_gap_ev=9.2 smiles="C#CCC.O=CNS"
C -0.9603 1.5517 0.3576
C -0.0107 0.8398 0.5913
C -1.8675 -1.1182 0.0553
C 1.9766 0.0606 -0.4929
C 1.2858 0.0998 0.8261
N -2.5573 -0.2061 -0.7047
O -2.1236 -1.5404 1.1519
S -4.0054 0.4796 -0.0399
H -1.7820 2.1974 0.0427
H -0.9261 -1.4981 -0.4324
H 2.8408 -0.4429 -0.3808
H 2.1450 1.0568 -0.9343
H 1.4415 -0.5719 -1.2489
H 1.8617 0.6694 1.4974
H 0.8403 -0.8680 1.0632
H -2.2849 -0.0710 -1.7029
H -3.3865 0.0662 1.0883

---

Which one sits at the top of the stability order? run D does.